Record 1
The ion C5H11NOS with charge +1, computed with the ωB97M-V functional and the def2-TZVPD basis.

Geometry as XYZ:
```
19
Properties=species:S:1:pos:R:3:forces:R:3:nbo_charge:R:1
O -1.0226 0.4408 -3.4487 1.81 -3.01 1.16 -0.57
C -0.3092 -0.2106 -2.6419 -1.67 3.21 -1.39 0.49
N 0.0445 0.5522 -1.5379 0.91 -3.58 1.05 -0.60
C 0.5402 0.0172 -0.1926 -2.33 5.47 -2.08 -0.06
C -0.6694 0.2705 0.8368 0.53 0.74 -2.66 -0.46
C -1.4158 -0.9024 1.3183 -0.83 -2.83 -1.40 -0.50
S -0.0819 -2.1476 1.8175 -1.25 0.28 -0.30 0.64
C 1.7106 0.9749 0.0967 2.92 -0.62 1.80 -0.66
H 0.1251 -1.2797 -2.7835 -0.77 1.67 0.36 0.16
H -0.3286 1.4700 -1.4894 -0.38 0.76 -0.42 0.41
H 0.7371 -0.9636 -0.4115 0.93 -2.61 0.02 0.20
H -0.1985 0.7889 1.6087 0.35 0.79 1.77 0.23
H -1.4420 0.9840 0.3991 0.97 -0.84 0.33 0.28
H -2.1668 -1.4366 0.6184 1.92 0.59 0.35 0.28
H -2.0925 -0.6941 2.0917 -0.34 0.37 1.88 0.27
H 0.2472 -1.6421 3.0169 -0.01 0.23 0.19 0.16
H 1.9557 1.8325 -0.5465 -0.88 -0.68 -0.59 0.26
H 1.6227 1.4820 1.0640 -0.19 -0.32 0.16 0.21
H 2.7444 0.4636 0.1839 -1.69 0.38 -0.21 0.25
```
Forces are in eV/Å.

Values from the calculation:
* LUMO (spin up / spin down): -0.1549 / -0.3477 hartree
* calculated total energy: -724.8860 hartree
* charge: +1
* ⟨S²⟩: 0.75
* frontier orbital gap (spin up / spin down): 8.62 / 3.16 eV
* spin multiplicity: 2

Record 2
A cluster of 2 separate species, C13H25ClF4N2O3P in total, computed with the ωB97M-V functional and the def2-TZVPD basis.

Geometry as XYZ:
```
49
Properties=species:S:1:pos:R:3:forces:R:3:nbo_charge:R:1
N -2.2476 -5.3876 -0.2953 -0.09 0.44 -0.08 -0.60
C -1.9686 -4.1730 -0.5372 0.06 -0.62 -0.02 0.14
C -3.0599 -3.1460 -0.6700 0.27 0.14 0.29 -0.80
P -2.4754 -1.4102 -1.0085 -0.78 0.12 1.02 1.31
C -3.5487 -0.6974 0.4172 0.13 0.28 -0.32 -0.77
C -3.6970 0.8326 0.3269 -0.42 -0.35 0.13 -0.23
N -4.6723 1.2953 -0.6693 0.20 0.00 -0.09 -0.83
C -0.8928 -0.9097 -0.2048 0.02 0.45 -0.14 -0.73
C 0.0531 -0.0127 -1.0276 0.41 -0.48 0.04 -0.43
C 1.2876 -0.7551 -1.5379 -0.12 0.01 0.07 -0.36
Cl 2.4954 -0.8908 -0.2307 0.05 -0.25 -0.01 -0.06
C -1.5586 -1.9930 -2.6583 0.59 -0.32 -0.65 -0.90
C -2.5331 -2.5155 -3.6155 -0.45 0.83 -0.40 0.86
O -3.2409 -1.8763 -4.3389 0.21 -0.42 0.32 -0.57
F -2.6735 -3.8615 -3.5793 0.03 -0.36 -0.02 -0.36
H -1.3988 -5.9391 -0.1954 0.05 -0.01 -0.01 0.34
H -0.9301 -3.8410 -0.6129 0.00 0.08 -0.02 0.15
H -3.5866 -3.1366 0.2832 -0.08 0.04 -0.02 0.26
H -3.7808 -3.4627 -1.4214 0.00 0.02 -0.12 0.27
H -3.1705 -0.5041 -1.8526 0.17 -0.11 -0.26 -0.04
H -3.1256 -0.9636 1.3890 -0.06 -0.15 0.06 0.21
H -4.5622 -1.1091 0.3696 -0.01 -0.17 0.01 0.20
H -2.7372 1.3118 0.1283 0.04 0.14 0.03 0.19
H -4.0535 1.1802 1.2977 0.23 0.19 0.06 0.19
H -4.2548 1.4108 -1.5819 0.01 0.00 -0.03 0.36
H -5.4172 0.6187 -0.7738 -0.08 0.01 0.02 0.35
H -0.3679 -1.8074 0.1266 0.00 -0.10 -0.07 0.25
H -1.1657 -0.3770 0.7008 -0.04 -0.05 0.06 0.25
H -0.4457 0.4456 -1.8793 -0.11 0.16 0.06 0.21
H 0.4234 0.7671 -0.3649 -0.12 0.26 -0.17 0.25
H 1.0656 -1.7748 -1.8377 -0.05 0.00 -0.11 0.20
H 1.7620 -0.2441 -2.3698 0.06 0.11 0.04 0.22
H -0.7551 -2.7047 -2.4809 -0.10 -0.15 0.05 0.23
H -1.1303 -1.1195 -3.1474 -0.03 0.16 0.23 0.25
C 5.1428 1.4357 2.2108 0.08 0.08 -0.02 -0.64
C 4.0688 2.0642 1.3250 -0.19 -0.15 -0.32 -0.07
O 3.2002 2.9617 1.9663 0.15 -0.11 0.59 -0.60
C 3.6284 4.3789 2.0387 -0.03 0.37 -0.46 0.33
O 4.1058 4.8779 0.9497 0.04 -0.09 0.06 -0.87
C 4.6054 4.5774 3.2392 -0.10 -0.22 0.19 0.91
F 4.2944 3.8347 4.3439 0.05 0.05 -0.05 -0.36
F 4.5539 5.8663 3.6537 -0.02 0.10 0.03 -0.35
F 5.9031 4.3307 2.9783 0.03 -0.04 -0.04 -0.35
H 4.7264 1.1732 3.1846 -0.03 -0.04 0.00 0.20
H 5.5290 0.5272 1.7358 -0.05 0.00 0.00 0.18
H 5.9865 2.1028 2.3714 -0.02 0.04 0.04 0.22
H 3.4178 1.2608 0.9696 0.07 0.06 0.00 0.15
H 4.5151 2.5305 0.4389 0.05 0.12 0.09 0.19
H 2.6855 4.8287 2.4460 -0.03 -0.07 -0.06 0.07
```
Forces are in eV/Å.

Values from the calculation:
* LUMO: 0.0765 hartree
* calculated total energy: -2046.5524 hartree
* charge: -1
* frontier orbital gap: 5.78 eV

Record 3
A structure of composition C16H16MnN4O3, computed with the ωB97M-V functional and the def2-TZVPD basis.

Geometry as XYZ:
```
40
Properties=species:S:1:pos:R:3:forces:R:3:nbo_charge:R:1
Mn 0.0724 0.1379 0.1861 -0.06 0.21 0.77 1.75
O -1.1664 -0.2884 -2.0403 0.31 -0.60 -0.37 -0.68
C -0.7481 -0.4862 -3.1929 0.42 0.93 0.99 0.70
O 1.0904 0.9096 -1.5524 0.41 0.36 -1.51 -0.78
C 1.1083 1.0065 -2.8100 0.10 0.19 0.22 0.97
O 1.9317 1.7955 -3.5014 -0.73 -0.74 0.15 -0.42
N 0.3117 0.2940 -3.6910 -0.26 0.18 1.53 -0.47
C 1.5858 1.7043 -4.9571 0.24 1.16 0.14 -0.08
C 0.7095 0.5047 -5.0882 -0.08 -1.19 0.08 -0.25
H 2.4982 1.6435 -5.5600 -0.12 0.08 0.54 0.25
H 1.0130 2.5926 -5.2428 0.43 0.12 0.42 0.22
H 1.2780 -0.3462 -5.4606 -0.05 -0.19 0.09 0.23
H -0.1479 0.6463 -5.7454 0.01 0.17 0.19 0.25
C -1.1862 -1.4809 -4.1265 -0.92 -0.90 -0.29 -0.39
C -2.3215 -2.1682 -3.9386 0.10 0.06 -0.06 -0.16
H -0.5281 -1.6624 -4.9696 -0.23 -0.14 0.04 0.24
H -2.9962 -1.9468 -3.1071 0.31 -0.07 -0.23 0.22
H -2.6123 -2.9648 -4.6227 0.04 0.25 0.14 0.24
N 0.0122 0.0156 3.9602 0.00 -0.01 0.35 -0.55
C -1.0909 0.6225 3.4088 0.18 0.07 0.17 0.41
C -2.0336 1.1492 4.3324 -0.41 0.21 -0.03 -0.25
C -3.1852 1.7852 3.8731 0.94 -0.51 -0.24 -0.10
C -3.3227 1.8472 2.4825 -0.15 0.04 -1.43 -0.26
C -2.3554 1.3074 1.6406 0.22 -0.02 0.26 0.05
N -1.2085 0.7022 2.0731 -0.81 0.36 -0.32 -0.65
C 1.1047 -0.6067 3.4048 -0.06 0.12 0.15 0.40
C 2.0522 -1.1310 4.3248 0.40 -0.24 -0.03 -0.25
C 3.1977 -1.7748 3.8609 -0.95 0.52 -0.24 -0.10
C 3.3207 -1.8545 2.4699 0.13 -0.08 -1.45 -0.26
C 2.3510 -1.3132 1.6316 -0.17 0.13 0.29 0.05
N 1.2248 -0.6740 2.0684 0.79 -0.39 -0.29 -0.64
H 0.0145 0.0170 4.9673 0.00 0.00 0.02 0.42
H -1.8266 1.0466 5.4077 -0.13 0.04 -0.59 0.24
H -3.9569 2.2207 4.5210 0.56 -0.31 -0.17 0.26
H -4.1879 2.3221 2.0132 0.28 -0.18 0.26 0.26
H -2.3821 1.3006 0.5431 -0.77 0.44 0.45 0.19
H 1.8584 -1.0126 5.4009 0.11 -0.08 -0.59 0.24
H 3.9753 -2.2042 4.5056 -0.55 0.31 -0.16 0.26
H 4.1802 -2.3369 1.9976 -0.29 0.16 0.26 0.26
H 2.3657 -1.3193 0.5333 0.78 -0.44 0.47 0.19
```
Forces are in eV/Å.

Values from the calculation:
* LUMO (spin up / spin down): -0.2364 / -0.2637 hartree
* calculated total energy: -2214.5640 hartree
* charge: +2
* ⟨S²⟩: 8.75
* frontier orbital gap (spin up / spin down): 7.67 / 6.92 eV
* spin multiplicity: 6

Record 4
A cluster of 2 separate species, C5H11O2 in total, computed with the ωB97M-V functional and the def2-TZVPD basis.

Geometry as XYZ:
```
18
Properties=species:S:1:pos:R:3:forces:R:3:nbo_charge:R:1
C -1.9352 1.3498 -1.2972 -1.05 1.69 0.04 -0.60
C -2.7552 2.6665 -1.1581 0.80 0.24 -0.85 -0.61
H -0.8969 1.5493 -1.0676 0.23 -0.23 -0.35 0.21
H -2.2831 0.6550 -0.5701 0.01 -0.83 0.34 0.25
H -2.1136 1.0029 -2.3092 0.41 -0.50 -0.03 0.18
H -2.2605 3.3783 -0.4951 -0.33 -0.16 0.42 0.19
H -3.7967 2.5086 -0.9015 -0.09 -0.05 0.36 0.19
H -2.7744 3.2030 -2.1168 -0.01 -0.10 -0.01 0.18
C 1.4647 -0.2972 -0.0267 -0.22 -1.32 0.89 -0.53
C 2.8577 -0.4927 0.5647 0.14 0.43 -0.80 -0.62
C 0.4165 -1.2137 0.7216 -0.56 0.33 0.18 0.77
O -0.7809 -0.9961 0.4082 0.24 0.06 -0.01 -0.81
O 0.8521 -2.0816 1.5032 0.16 -0.04 0.00 -0.79
H 1.1135 0.7292 0.0098 -0.04 0.07 -0.31 0.19
H 1.3630 -0.7531 -1.0127 0.32 0.58 -0.39 0.20
H 3.6651 -0.2862 -0.1474 -0.04 0.12 -0.09 0.17
H 2.9336 -1.5273 0.8599 0.09 -0.24 0.34 0.24
H 3.0225 0.1598 1.4182 -0.04 -0.07 0.26 0.19
```
Forces are in eV/Å.

Values from the calculation:
* LUMO: 0.1392 hartree
* calculated total energy: -347.6347 hartree
* charge: -1
* frontier orbital gap: 7.62 eV